{
  "formula": "C42H84O21S3",
  "method": "ωB97M-V/def2-TZVPD",
  "elements": ["C", "C", "C", "O", "C", "H", "H", "H", "H", "H", "H", "H", "H", "C", "C", "C", "O", "C", "H", "H", "H", "H", "H", "H", "H", "H", "C", "C", "C", "O", "C", "H", "H", "H", "H", "H", "H", "H", "H", "C", "C", "C", "O", "C", "H", "H", "H", "H", "H", "H", "H", "H", "C", "C", "C", "O", "C", "H", "H", "H", "H", "H", "H", "H", "H", "C", "C", "C", "O", "C", "H", "H", "H", "H", "H", "H", "H", "H", "C", "C", "C", "O", "C", "H", "H", "H", "H", "H", "H", "H", "H", "C", "C", "C", "O", "C", "H", "H", "H", "H", "H", "H", "H", "H", "C", "C", "C", "O", "C", "H", "H", "H", "H", "H", "H", "H", "H", "C", "C", "O", "S", "O", "O", "O", "H", "H", "H", "H", "C", "C", "O", "S", "O", "O", "O", "H", "H", "H", "H", "C", "C", "O", "S", "O", "O", "O", "H", "H", "H", "H"],
  "xyz": [[-2.2788, 3.7593, 2.5232], [-1.9484, 4.8876, 1.7134], [-1.9731, 4.3998, 0.3428], [-1.6693, 2.9869, 0.3997], [-1.4891, 2.7092, 1.7841], [-3.3641, 3.7084, 2.4356], [-2.0208, 3.9327, 3.5679], [-0.9591, 5.1705, 2.0731], [-2.4604, 5.8187, 1.9561], [-1.1945, 4.9251, -0.2104], [-2.9573, 4.6855, -0.0285], [-0.4135, 2.7012, 1.9607], [-1.8288, 1.7166, 2.0797], [-3.4517, 1.9488, -1.9212], [-3.9994, 1.8630, -3.3171], [-5.2963, 1.1608, -2.9656], [-5.1303, 0.5846, -1.6914], [-3.8379, 0.6758, -1.2459], [-3.8474, 2.8385, -1.4313], [-2.3778, 2.0914, -1.8003], [-3.4676, 1.3037, -4.0869], [-4.1032, 2.7775, -3.9010], [-5.6704, 0.4678, -3.7192], [-6.1330, 1.8447, -2.8228], [-3.3471, -0.2605, -1.5116], [-3.8536, 0.7026, -0.1563], [-0.3991, -1.2205, -6.2250], [-1.7537, -1.3905, -5.5955], [-2.4948, -1.9816, -6.8424], [-1.5746, -2.1572, -7.9080], [-0.6666, -1.0508, -7.6939], [0.2177, -2.0727, -5.9397], [0.0301, -0.2621, -5.9330], [-2.1731, -0.3990, -5.4243], [-1.8555, -2.0458, -4.7305], [-3.4218, -1.4593, -7.0790], [-2.9831, -2.9376, -6.6536], [-1.1115, -0.0894, -7.9506], [0.1712, -1.2311, -8.3676], [0.0354, 4.0753, -3.6903], [0.5754, 2.8430, -3.1309], [1.8693, 2.4618, -3.8463], [2.3265, 3.7215, -4.3867], [1.2064, 4.5432, -4.6244], [-0.2815, 4.8356, -2.9764], [-0.7443, 3.8144, -4.4058], [0.0283, 1.9037, -3.0505], [0.8499, 3.0097, -2.0893], [1.6664, 1.7372, -4.6349], [2.6364, 2.0585, -3.1852], [1.0060, 4.4347, -5.6904], [1.5042, 5.5764, -4.4455], [1.5439, -5.8123, -0.4966], [2.6206, -5.1840, 0.2056], [2.3909, -5.5072, 1.6464], [2.0497, -6.8561, 1.5089], [1.3085, -7.1010, 0.3881], [1.6862, -6.0173, -1.5576], [0.6363, -5.2092, -0.4710], [2.6336, -4.1164, -0.0138], [3.5497, -5.5536, -0.2283], [1.6310, -4.9528, 2.1972], [3.3166, -5.5266, 2.2214], [0.2503, -7.2271, 0.6173], [1.6201, -8.0561, -0.0349], [-4.5526, -2.8628, -2.9561], [-5.7246, -3.7335, -3.4622], [-6.0428, -4.6609, -2.3038], [-5.2180, -4.2566, -1.2752], [-4.6887, -2.8828, -1.3681], [-4.5062, -1.9313, -3.5203], [-3.6524, -3.4657, -3.0755], [-5.4209, -4.1334, -4.4296], [-6.5290, -3.0628, -3.7642], [-5.7854, -5.6546, -2.6705], [-7.0573, -4.6770, -1.9056], [-3.6795, -2.6781, -1.0107], [-5.3372, -2.1147, -0.9468], [-0.9821, -2.0693, 4.7422], [-2.3011, -1.5366, 4.4467], [-3.2463, -2.3378, 5.3623], [-2.4085, -2.6792, 6.5444], [-1.0735, -2.2198, 6.2408], [-0.1638, -1.4214, 4.4282], [-0.9170, -3.0942, 4.3768], [-2.7147, -1.6291, 3.4425], [-2.5288, -0.5376, 4.8186], [-3.3914, -3.2849, 4.8427], [-4.2233, -1.9351, 5.6297], [-0.3405, -2.8376, 6.7596], [-0.8303, -1.2357, 6.6413], [3.4123, 6.0646, 0.5351], [2.2808, 5.5183, 1.3522], [1.9676, 4.1602, 0.7413], [2.6794, 4.1001, -0.4682], [3.1578, 5.3953, -0.8090], [4.3118, 5.5845, 0.9205], [3.6090, 7.1367, 0.5310], [1.4365, 6.2066, 1.3137], [2.5900, 5.4071, 2.3915], [0.8980, 4.0841, 0.5456], [2.2713, 3.3024, 1.3414], [2.3555, 5.9541, -1.2908], [4.0023, 5.4211, -1.4977], [5.3528, -3.0601, 3.9946], [4.5112, -1.7616, 4.0840], [2.9495, -2.1869, 4.1171], [3.0898, -3.5354, 4.0009], [4.3230, -4.0960, 4.4176], [6.2435, -3.2317, 4.5990], [5.5835, -3.1853, 2.9367], [4.7926, -1.0340, 3.3227], [4.7027, -1.3005, 5.0530], [2.5096, -1.8562, 3.1763], [2.3864, -1.9750, 5.0261], [4.4356, -5.1338, 4.1039], [4.3439, -4.3235, 5.4833], [0.1268, 0.2928, -0.1026], [0.0061, -0.7694, 1.0006], [0.0706, -1.9642, 0.2758], [-0.1296, -1.8083, -1.3612], [-1.5450, -1.9035, -1.7791], [0.8567, -2.7177, -1.9803], [0.4166, -0.2901, -1.3080], [0.9099, 1.0093, 0.1453], [-0.8540, 0.7614, -0.1837], [-1.0151, -0.7463, 1.3810], [0.7362, -0.8041, 1.8091], [3.6531, 0.1449, -2.1277], [3.8615, -1.3626, -2.0919], [4.9089, -1.5455, -1.2177], [4.5084, -0.7107, 0.0932], [5.7147, -0.3267, 0.8209], [3.4818, -1.4384, 0.8341], [3.8523, 0.5472, -0.7769], [2.5934, 0.2269, -2.3694], [4.3217, 0.5578, -2.8831], [4.2745, -1.5767, -3.0776], [2.9029, -1.7931, -1.8021], [2.7680, 4.0666, 5.8681], [1.2947, 4.4787, 5.8733], [0.6720, 3.7089, 4.8723], [1.1134, 2.1213, 5.0501], [0.9843, 1.2518, 3.8774], [0.7183, 1.7069, 6.3516], [2.6296, 2.7846, 5.1919], [3.2047, 3.7658, 6.8204], [3.3882, 4.8076, 5.3637], [1.2028, 5.5475, 5.6802], [0.6629, 4.2572, 6.7335]],
  "forces_ev_per_angstrom": [[-1.0082, -0.9523, 1.5284], [2.1510, 3.7108, 1.5730], [0.4743, 0.4935, -1.2967], [-0.8185, 0.7537, 0.0424], [-0.2340, -1.3427, 0.5520], [-0.1948, -1.2363, 0.2250], [0.0659, -0.4155, 0.0182], [0.7620, 0.0541, -0.6138], [-0.7567, -0.1474, -0.5158], [-0.1387, -0.1920, -0.5925], [-0.1272, -0.8474, -0.7713], [0.1265, 0.4404, 0.5666], [-0.1957, -0.3126, -0.5693], [3.3092, 1.0713, 0.3035], [-0.2794, -0.3344, -1.0136], [-1.4570, 0.6122, -0.3179], [-2.8297, -1.5149, -0.0265], [-0.0885, -0.0473, 0.2696], [-0.4700, -0.2776, 0.2654], [0.2677, 0.1305, -0.5685], [0.6256, -0.7534, 0.6611], [-0.4536, 0.5422, 0.7630], [0.3769, -0.5110, 0.0361], [-0.0039, 0.4526, -0.2333], [0.9242, 0.2835, -0.3589], [0.0610, 0.3336, 0.1288], [1.2194, 1.4310, 0.8794], [-1.2581, -0.0222, -1.6955], [-1.5118, -1.5631, 0.7568], [-0.5671, 1.3740, 0.1203], [0.0610, -2.1479, -0.6119], [0.3769, 0.1987, -0.5367], [0.5708, -0.1966, 0.6992], [-0.1371, -0.1156, 0.4906], [0.3127, 0.2683, 0.0038], [0.3584, 1.1296, -0.6181], [0.6664, -0.5939, 0.2652], [-0.2610, 0.1269, 0.1353], [0.1653, 0.1246, 0.2086], [-0.1546, 0.7105, -2.7374], [1.5918, -2.5892, 2.7778], [-0.1146, 1.5097, -0.3942], [0.5311, -0.8705, 0.7178], [0.1824, 0.2851, 0.1222], [-0.0095, -0.2086, -0.0952], [-0.6147, 0.3956, 0.3573], [-0.9934, 0.3500, -0.3906], [0.1518, 0.1950, 0.2050], [0.0939, -0.0672, -0.3803], [-0.1605, 0.3799, -0.1722], [-0.6805, 0.1609, -0.0833], [0.0255, 0.0424, 0.0295], [-3.0505, -2.1502, -1.0788], [1.9813, 3.0960, -0.4773], [1.1751, -0.7377, -0.0019], [0.3027, -1.6019, 2.3114], [-0.8453, 0.4459, -1.6196], [0.3372, -0.1310, 0.0710], [-0.1364, 0.0797, 0.1604], [0.0461, 0.2752, 0.1920], [0.4165, -0.2353, 0.7455], [-0.1033, 0.3452, -0.2906], [-0.1399, 0.4179, 0.1153], [-0.3052, 0.1425, 0.1009], [0.2780, 0.0816, -0.3075], [-0.3883, -0.6431, 1.0802], [-0.1382, 2.0067, -0.8121], [0.0050, 0.1297, -1.2273], [2.1593, 0.9601, 2.9481], [-0.8689, -0.5509, -3.3177], [0.2292, 0.1577, 0.4132], [0.2821, 0.3529, -0.4252], [-0.0292, -0.8390, 0.2617], [-0.4078, 0.0297, 0.4049], [0.0985, -0.3915, 0.6690], [-0.3552, 0.1538, -0.5738], [-0.1303, -1.0755, 0.6395], [-0.4664, -0.2540, -0.0588], [1.1483, -1.1884, 0.5091], [-3.7889, 1.0462, 0.3602], [1.6992, -1.8592, 0.1659], [-0.1278, 1.0287, -1.0008], [0.1882, 0.5631, 0.9460], [0.1365, -0.2995, -0.0549], [0.3717, 0.0897, -0.6838], [0.4334, 0.1141, -0.2465], [0.9330, 0.6398, -0.4298], [-0.4862, -0.2868, 0.1724], [0.3615, 0.3555, 0.1778], [-0.1569, -0.6213, -0.4569], [-0.6526, 0.4682, 0.4796], [1.3982, -0.9778, -0.3108], [-0.3381, 0.5703, 1.1983], [-0.3066, 0.1853, -0.0678], [0.9385, -0.2307, -1.1392], [-0.7426, 0.9732, 0.1891], [0.3614, 0.1573, 0.0514], [-0.4656, -0.0338, -0.0894], [-0.2427, -0.1643, 0.0555], [-0.2181, 0.1119, 0.1311], [-0.2211, -0.1704, -0.0556], [0.0374, 0.0578, 0.2051], [-0.2977, 0.0802, -0.3856], [0.0270, -0.6877, 0.1748], [-1.1460, -0.5020, -0.6471], [-0.1936, 0.8609, 1.7660], [3.2186, 0.5231, -0.9957], [-1.1700, -3.9340, -0.3805], [-0.3073, 0.1993, 0.4422], [0.0845, 0.8611, -0.0200], [0.2678, -0.3014, 0.0206], [-0.2866, -0.1488, -0.0436], [0.2000, 0.2931, 0.0535], [-0.5394, 0.3880, 0.3503], [0.1176, 0.7305, 0.0154], [-0.1356, 0.2240, -1.2097], [-0.1251, 0.9063, 0.7228], [-0.7295, 1.9895, 2.3249], [-1.0667, -0.0836, -0.4691], [-0.1244, -2.1977, -2.1866], [0.1261, -2.1619, 0.6328], [3.4053, 0.6024, 1.0888], [-2.3432, 2.4920, 1.1059], [0.4615, -1.8700, -2.4726], [-0.1087, 0.1413, -0.3039], [0.2267, 0.5022, -0.0213], [0.1414, 0.3713, 0.5824], [0.1459, 0.1900, -0.3199], [-0.9415, -1.3536, -0.0948], [-0.6149, 1.0185, -2.3562], [0.9813, -0.2394, 2.3314], [0.8969, -0.1516, 1.6313], [-2.3213, -0.3326, -1.7021], [1.1037, 1.5171, -1.3749], [0.8223, -0.5079, 1.2687], [0.2107, 0.7505, -0.1100], [0.0622, 0.7723, 0.6166], [-0.6293, -0.9216, 0.0371], [0.4865, -0.8519, -0.0784], [-1.4853, -1.9644, 0.4895], [-0.6990, 0.6723, 1.1471], [-2.2876, -1.2471, -2.2174], [2.6314, 2.8912, -0.1873], [0.2373, 2.5911, 2.3940], [-0.4475, -0.5890, -0.4531], [1.5677, -2.4358, -1.1938], [-0.1994, 0.6871, 0.1930], [0.0828, -0.6351, -0.5224], [-0.3164, -0.2009, -0.5275], [0.8718, 0.1680, 0.7475]],
  "mulliken_charge": [-0.61, -0.66, -0.29, 0.56, -0.35, 0.31, 0.47, -0.23, 0.59, 0.02, 0.42, 0.05, -0.05, 1.31, -0.01, -0.60, -0.50, 0.10, -0.07, -0.56, -0.43, 0.39, 0.36, 0.29, -0.33, 0.19, -0.13, 0.42, -0.58, -0.46, -0.52, 0.32, -0.18, -0.27, 0.12, 0.34, 0.23, 0.25, 0.37, -0.48, 1.22, -0.08, -0.48, -0.60, 0.25, 0.21, 0.08, -0.83, 0.11, -0.07, 0.33, 0.28, -0.31, 0.20, 0.27, -0.49, -0.54, 0.46, -0.14, -0.32, 0.34, 0.21, -0.25, 0.29, 0.25, 0.13, -0.94, -0.34, -0.48, 0.19, 0.23, 0.04, 0.34, 0.31, 0.23, 0.30, -0.14, 0.18, 0.75, -0.38, -0.65, -0.44, -0.66, -0.39, 0.12, 0.27, 0.14, 0.29, 0.36, 0.32, 0.29, -0.74, -0.40, 0.75, -0.33, -0.59, 0.29, 0.41, 0.31, -0.04, -0.75, 0.26, 0.25, 0.39, -0.37, -0.53, 0.80, -0.36, -0.63, 0.38, 0.11, 0.21, 0.37, -0.77, 0.23, 0.40, 0.26, 1.42, 0.75, -0.33, 0.56, -0.14, -0.64, -0.17, -0.08, -1.34, 0.09, -0.46, 0.18, 0.02, -0.51, 1.00, -0.68, -0.22, -0.18, -0.20, 0.44, 0.57, -0.27, -0.34, -0.54, -0.26, 0.98, 0.03, -0.65, -0.42, 0.26, 0.29, 0.33, 0.36],
  "molar_mass_g_mol": 1021.3,
  "de_lowest_ev": 0.0000,
  "orbital_gap_ev": 8.94,
  "energy_ha": -4424.841735,
  "total_charge": 0,
  "e_lumo_ha": 0.00176,
  "e_homo_ev": -8.89
}